{
  "formula": "C3H3N5",
  "method": "wB97M-V/def2-TZVPD",
  "e_homo_ha": -0.3578,
  "e_lumo_ev": -1.1,
  "homo_lumo_gap_ev": 8.61,
  "smiles": "[H]/N=c1\\ncncnn1",
  "relative_energy_kj_mol": 258.2,
  "energy_ha": -389.77035,
  "elements": ["H", "N", "C", "N", "C", "N", "C", "N", "N", "H", "H"],
  "positions_angstrom": [[-2.3140, 0.6598, 0.7821], [-2.2541, -0.3552, 0.5547], [-1.2542, -0.1627, -0.1760], [-0.6128, 1.0440, -0.4435], [0.6125, 1.1748, -0.4502], [1.4663, 0.4284, 0.3148], [1.3083, -0.8340, 0.4245], [0.5765, -1.5905, -0.4765], [-0.5801, -1.2569, -0.8217], [0.9157, 2.2297, -0.7849], [2.1359, -1.3374, 1.0768]],
  "lowdin_charge": [0.074, 0.177, -0.529, 0.125, -0.242, 0.107, -0.191, 0.070, 0.117, 0.144, 0.149]
}

{
  "formula": "C46H50N9Zn",
  "method": "wB97M-V/def2-TZVPD",
  "e_homo_ha": -0.3323,
  "e_lumo_ev": -3.3,
  "total_charge": 1,
  "homo_lumo_gap_ev": 5.75,
  "relative_energy_kj_mol": 34.1,
  "energy_ha": -4054.94741,
  "elements": ["Zn", "C", "C", "C", "C", "C", "C", "N", "C", "C", "C", "C", "C", "N", "C", "C", "C", "C", "C", "C", "N", "H", "H", "H", "H", "H", "H", "H", "H", "H", "H", "H", "H", "H", "H", "H", "C", "C", "C", "C", "C", "C", "C", "C", "N", "C", "C", "C", "C", "C", "C", "C", "C", "C", "C", "H", "H", "H", "H", "H", "H", "H", "H", "H", "H", "H", "H", "H", "H", "H", "H", "H", "H", "H", "H", "H", "H", "H", "H", "C", "C", "N", "C", "C", "N", "C", "N", "N", "N", "C", "C", "C", "C", "C", "C", "H", "H", "H", "H", "H", "H", "H", "H", "H", "H", "H"],
  "positions_angstrom": [[-0.4864, 0.6765, 0.9723], [1.9329, 3.3389, 1.1002], [0.5146, 3.7736, 0.9562], [0.2492, 5.0959, 0.5959], [-1.0586, 5.5275, 0.4927], [-2.0760, 4.6341, 0.7863], [-1.7394, 3.3420, 1.1854], [-0.4660, 2.9165, 1.2235], [-2.7474, 2.3985, 1.6820], [-4.0113, 2.8259, 2.0866], [-4.8690, 1.9248, 2.6922], [-4.4118, 0.6453, 2.9480], [-3.1289, 0.2844, 2.5331], [-2.3473, 1.1341, 1.8693], [-2.5821, -1.0065, 2.9832], [-3.3660, -2.1579, 3.0155], [-2.8440, -3.2834, 3.6352], [-1.5872, -3.2064, 4.2070], [-0.8502, -2.0239, 4.0795], [0.5511, -1.9424, 4.5821], [-1.3436, -0.9552, 3.4698], [2.3621, 3.8413, 1.9682], [2.5172, 3.6314, 0.2283], [2.0005, 2.2642, 1.2404], [1.0747, 5.7622, 0.3974], [-1.2889, 6.5415, 0.2048], [-3.1058, 4.9380, 0.6929], [-4.3134, 3.8516, 1.9672], [-5.8566, 2.2281, 3.0059], [-5.0120, -0.0555, 3.5037], [-4.3334, -2.1788, 2.5364], [-3.4161, -4.1985, 3.6742], [-1.1721, -4.0551, 4.7297], [0.6824, -2.4976, 5.5072], [0.8433, -0.9068, 4.7222], [1.2048, -2.3855, 3.8305], [5.1471, -2.0223, 1.5637], [3.8927, -1.2727, 1.9053], [3.9335, -0.2317, 2.8213], [2.7830, 0.5000, 3.0974], [2.8145, 1.6035, 4.1099], [1.6205, 0.1770, 2.4294], [1.5244, -0.8843, 1.5079], [2.7006, -1.6201, 1.2856], [0.3179, -1.0400, 0.8907], [-0.0742, -2.2044, 0.1092], [0.1066, -3.5146, 0.8987], [-0.4200, -4.6985, 0.0879], [0.3311, -4.8015, -1.2381], [0.1265, -3.5139, -2.0368], [-1.3609, -3.3289, -2.3237], [-2.1083, -3.2328, -0.9958], [-1.9073, -4.5240, -0.2031], [-1.5714, -2.0487, -0.1933], [0.6550, -2.3183, -1.2432], [6.0221, -1.4566, 1.8744], [5.2009, -2.2123, 0.4924], [5.1686, -2.9863, 2.0724], [4.8610, 0.0258, 3.3083], [3.7583, 2.1380, 4.0613], [2.7183, 1.1870, 5.1104], [1.9954, 2.3018, 3.9657], [0.6973, 0.7208, 2.6481], [2.7212, -2.4469, 0.5933], [-0.4293, -3.4425, 1.8468], [1.1566, -3.6851, 1.1301], [-0.2670, -5.6148, 0.6681], [-0.0518, -5.6521, -1.8066], [1.3943, -4.9701, -1.0558], [0.6779, -3.5826, -2.9818], [-1.7335, -4.1759, -2.9033], [-1.5217, -2.4203, -2.9101], [-3.1784, -3.0865, -1.1844], [-2.2655, -5.3770, -0.7849], [-2.4780, -4.4884, 0.7279], [-2.1206, -1.9748, 0.7453], [-1.7245, -1.1160, -0.7534], [0.5030, -1.3905, -1.8006], [1.7243, -2.4486, -1.0935], [-0.9205, 3.0058, -2.1690], [0.3717, 2.3458, -1.8789], [0.5766, 1.3852, -1.0001], [1.8998, 1.0507, -1.0972], [2.4941, 1.8273, -2.0393], [1.5172, 2.6480, -2.5407], [1.6824, 3.5712, -3.6415], [0.7389, 3.3020, -4.6769], [-0.1555, 4.2273, -5.0891], [-0.9261, 3.7374, -5.9553], [-0.6027, 2.4267, -6.1632], [-1.1477, 1.4500, -6.9963], [-0.5794, 0.1984, -6.9430], [0.4939, -0.0968, -6.0893], [1.0558, 0.8530, -5.2651], [0.4931, 2.1208, -5.3197], [-1.6482, 2.7229, -1.4159], [-1.2965, 2.6810, -3.1375], [-0.8214, 4.0912, -2.1945], [2.3369, 0.2818, -0.4931], [3.5057, 1.8790, -2.3837], [2.7106, 3.4665, -4.0143], [1.5147, 4.6093, -3.3276], [-1.9747, 1.6786, -7.6476], [-0.9637, -0.5883, -7.5741], [0.8968, -1.0987, -6.0811], [1.8885, 0.6309, -4.6141]],
  "lowdin_charge": [0.796, -0.010, -0.296, -0.001, -0.025, -0.002, -0.216, 0.122, -0.186, 0.017, -0.009, 0.026, -0.182, 0.119, -0.256, -0.028, -0.044, -0.014, -0.309, -0.008, 0.177, 0.101, 0.091, 0.047, 0.126, 0.122, 0.114, 0.112, 0.123, 0.124, 0.121, 0.116, 0.122, 0.088, 0.074, 0.088, -0.042, -0.270, -0.022, -0.293, -0.039, -0.106, -0.346, -0.017, -0.041, -0.443, -0.064, -0.282, -0.111, -0.286, -0.118, -0.280, -0.112, -0.096, -0.079, 0.076, 0.080, 0.087, 0.114, 0.083, 0.086, 0.069, 0.081, 0.096, 0.107, 0.112, 0.143, 0.122, 0.123, 0.140, 0.122, 0.119, 0.142, 0.123, 0.111, 0.092, 0.114, 0.112, 0.107, 0.024, -0.337, 0.089, -0.119, -0.051, -0.008, -0.062, -0.078, 0.049, 0.077, -0.224, -0.002, -0.076, -0.069, -0.008, -0.169, 0.074, 0.086, 0.088, 0.101, 0.126, 0.150, 0.146, 0.117, 0.107, 0.108, 0.105]
}

{
  "formula": "C5H13N2OP",
  "method": "wB97M-V/def2-TZVPD",
  "e_homo_ha": -0.3082,
  "e_lumo_ev": -0.1,
  "homo_lumo_gap_ev": 8.31,
  "smiles": "C=C(C)/N=P/N.COC",
  "relative_energy_kj_mol": 339.6,
  "energy_ha": -724.31684,
  "elements": ["C", "C", "C", "N", "P", "N", "H", "H", "H", "H", "H", "H", "H", "C", "O", "C", "H", "H", "H", "H", "H", "H"],
  "positions_angstrom": [[2.3887, -0.7074, -1.2704], [2.3282, -0.0832, -0.0897], [3.3024, -0.6730, 0.9681], [1.7489, 1.1434, 0.2029], [0.3021, 1.5073, -0.3198], [0.2717, 3.0986, 0.2265], [1.8775, -0.2390, -2.0944], [3.1110, -1.4811, -1.4002], [3.1711, -0.3852, 1.9755], [3.5485, -1.7113, 1.0130], [4.3597, -0.3991, 0.7799], [1.1161, 3.3153, 0.6802], [-0.1400, 3.7804, -0.4331], [-4.0230, -0.3221, 0.1892], [-3.0591, -1.1774, 0.7700], [-1.9504, -1.2938, -0.1183], [-4.7671, -0.0380, 1.0185], [-4.6767, -0.7725, -0.5935], [-3.6467, 0.5520, -0.3179], [-2.2709, -1.8404, -1.0627], [-1.7394, -0.2022, -0.3074], [-1.2526, -2.0716, 0.1836]],
  "lowdin_charge": [-0.005, -0.536, -0.077, -0.237, 0.900, -0.236, 0.034, 0.050, 0.044, 0.055, 0.080, -0.002, 0.038, -0.160, -0.248, -0.144, 0.111, 0.086, 0.062, 0.097, 0.004, 0.084]
}